Model i:
DFT (ωB97M-V with the def2-TZVPD basis set) results for a cluster of 2 separate species, C5H14N2O in total.

Each line ends with the Mulliken charge.
Positions of all 22 atoms, in Å:
C1 -1.3514 0.4599 -0.5488  -0.954
C2 -0.8119 -0.2901 0.7288  0.220
C3 0.6723 -0.6906 0.4297  -0.970
C4 1.4465 0.5492 -0.0252  -0.895
N1 1.2737 1.7227 0.9182  -0.660
N2 -1.6557 -1.5249 0.9792  0.023
C5 -1.0869 -2.6605 0.2958  -0.787
O1 0.4910 2.8166 -1.4067  -0.386
H1 -1.1685 1.5680 -0.8252  0.240
H2 -2.4573 0.3962 -0.6128  0.394
H3 -1.0212 -0.1538 -1.4857  0.249
H4 -0.7770 0.3965 1.6013  0.471
H5 0.8846 -1.4548 -0.2047  0.492
H6 0.9688 -1.3508 1.2829  0.573
H7 2.5078 0.3628 0.0785  0.548
H8 1.3152 0.6529 -1.0048  0.528
H9 0.7545 3.6627 -1.7899  0.280
H10 2.1976 2.2325 1.0384  0.311
H11 -0.2036 -3.1922 0.7655  0.338
H12 -1.9400 -3.3644 0.3083  0.321
H13 -0.8363 -2.4612 -0.7780  0.375
H14 0.7980 2.3234 0.2552  0.291

Results
HOMO-LUMO gap (spin up / spin down)   0.29137 / 0.18888 Eh
HOMO level (spin up / spin down)   -14.009 / -13.800 eV
Charge   +1
2S+1   2



Model ii:
DFT (ωB97M-V with the def2-TZVPD basis set) results for a cluster of 2 separate species, C5H14N2O in total.

Each line ends with the Mulliken charge.
Positions of all 22 atoms, in Å:
N1 0.9167 1.1737 -1.2151  -0.092
C1 -0.3852 1.8883 -1.2960  -0.736
C2 -1.3261 1.2708 -0.1370  -0.150
C3 -0.3365 0.6308 0.8535  -0.810
C4 0.9881 0.4794 0.1341  0.119
C5 1.3235 -1.0218 -0.2009  -0.395
N2 2.2431 -1.4924 0.8788  -0.557
H1 1.7127 1.8689 -1.2075  0.403
H2 -0.1561 2.9888 -1.0876  0.294
H3 -0.7926 1.8492 -2.2061  0.484
H4 -1.9033 0.4731 -0.7181  0.081
H5 -1.8683 2.0548 0.4681  0.347
H6 -0.3122 1.3463 1.7065  0.320
H7 -0.5815 -0.3150 1.2320  0.416
H8 1.8370 0.8338 0.7425  0.347
H9 0.2524 -1.5741 -0.2763  0.183
H10 1.9339 -1.2806 -1.0989  0.328
H11 2.4834 -2.4180 0.8216  0.226
H12 1.9423 -1.4121 1.8013  0.192
H13 -3.0623 -2.7893 0.8505  0.301
H14 -2.4559 -1.8737 -0.2445  0.301
O1 -2.4531 -2.6809 0.1993  -0.603

Results
HOMO-LUMO gap (spin up / spin down)   0.38721 / 0.19098 Eh
HOMO level (spin up / spin down)   -13.726 / -13.432 eV
Charge   +1
2S+1   2



On energetic grounds, model ii is preferred over the next structure by 117.8 kcal/mol.



Model i:
DFT (ωB97M-V with the def2-TZVPD basis set) results for a structure of composition C4H14N4.

Each line ends with the Mulliken charge.
Positions of all 22 atoms, in Å:
C1 -1.3850 -0.9954 1.0329  -0.518
C2 1.4298 -0.0863 1.6788  -1.079
N1 0.4583 -0.3914 0.6313  -0.163
H1 0.7311 -1.2218 0.1069  0.421
H2 1.6156 -0.9792 2.2765  0.358
H3 -2.0729 -0.1872 1.2342  0.266
H4 -1.8213 -1.7677 0.4109  0.247
H5 -0.9796 -1.4183 1.9527  0.309
H6 2.3704 0.2660 1.2437  0.382
H7 1.0275 0.6877 2.3334  0.314
C3 0.1443 0.6607 -0.4192  0.751
N2 -0.2611 1.9156 0.1451  -0.690
N3 1.4235 0.9077 -1.1242  -0.736
N4 -0.5678 -1.1492 -1.9014  -0.447
C4 -0.9900 0.0217 -1.1554  -1.160
H8 1.6182 0.0973 -1.7074  0.266
H9 0.4416 2.3254 0.7456  0.263
H10 -1.1513 1.8499 0.6171  0.256
H11 1.2647 1.6903 -1.7502  0.277
H12 -0.5301 -1.0119 -2.9075  0.191
H13 -1.1644 -1.9546 -1.7400  0.162
H14 -1.6014 0.7406 -1.7036  0.329

Results
HOMO-LUMO gap (spin up / spin down)   0.24948 / 0.24943 Eh
HOMO level (spin up / spin down)   -5.946 / -5.945 eV
2S+1   1



Model ii:
DFT (ωB97M-V with the def2-TZVPD basis set) results for a cluster of 2 separate species, C4H14N4 in total.

Each line ends with the Mulliken charge.
Positions of all 22 atoms, in Å:
C1 -0.8329 -0.5569 2.1130  -0.956
N1 0.2575 0.4238 2.0140  -0.375
C2 -0.2658 1.7108 1.4922  -0.724
N2 -0.5861 1.7587 0.0883  -0.619
H1 -0.4127 -1.4944 2.4695  0.311
H2 -1.6966 -0.2146 2.6950  0.351
H3 -1.2302 -0.7284 1.1093  0.307
H4 0.5527 0.6580 2.9574  0.251
H5 0.5313 2.4379 1.6531  0.410
H6 -1.1627 2.0200 2.0447  0.383
H7 0.2612 1.7378 -0.4606  0.335
H8 -1.1257 0.9545 -0.2115  0.265
C3 0.9859 -1.0890 -1.3137  -0.141
C4 0.2573 -0.6645 -2.3364  -0.295
N3 -0.6329 -1.5400 -3.0515  -0.639
N4 1.8661 -0.2710 -0.5576  -0.541
H9 0.8668 -2.1351 -1.0220  0.319
H10 0.1608 0.3988 -2.5607  0.329
H11 -0.4664 -1.4662 -4.0521  0.266
H12 -1.5705 -1.1407 -2.9928  0.253
H13 2.7852 -0.6673 -0.4435  0.266
H14 1.4579 -0.1322 0.3662  0.242

Results
HOMO-LUMO gap   0.37099 Eh
SMILES   N/C=C/N.CNCN
HOMO level   -9.062 eV
2S+1   1



Model iii:
DFT (ωB97M-V with the def2-TZVPD basis set) results for a structure of composition C4H14N4.

Each line ends with the Mulliken charge.
Positions of all 22 atoms, in Å:
C1 -2.1412 -0.4153 -1.0268  -0.972
C2 1.2301 1.2248 -0.9694  -1.638
N1 -1.2026 0.2300 -0.1402  -0.254
C3 0.6274 -0.0778 -0.5048  1.027
N2 -1.5291 1.5724 0.2282  -0.708
N3 0.8848 -1.1352 -1.1904  -0.836
H1 -2.4337 1.6029 0.7009  0.261
H2 -1.6343 2.1472 -0.6127  0.217
H3 0.4855 -1.9810 -0.7906  0.232
H4 -3.1737 -0.4323 -0.6482  0.295
H5 -1.8148 -1.4522 -1.1546  0.314
H6 -2.1576 0.0600 -2.0219  0.290
H7 2.3194 1.1893 -0.8651  0.340
H8 0.9953 1.3694 -2.0234  0.330
H9 0.8551 2.0696 -0.3909  0.484
C4 1.6311 -1.3127 1.7559  -0.806
N4 0.7702 -0.2403 1.2536  -0.308
H10 1.0748 0.6929 1.5228  0.312
H11 -0.3117 -0.3335 1.2499  0.501
H12 2.6758 -1.1056 1.5199  0.287
H13 1.3489 -2.2482 1.2756  0.298
H14 1.5003 -1.4245 2.8324  0.335

Results
HOMO-LUMO gap   0.30768 Eh
HOMO level   -7.515 eV
2S+1   1



On energetic grounds, model ii is preferred over the next structure by 59.3 kcal/mol.



Model i:
DFT (ωB97M-V with the def2-TZVPD basis set) results for a cluster of 2 separate species, C6H12OS in total.

Each line ends with the Mulliken charge.
Positions of all 20 atoms, in Å:
C1 -0.7936 -0.1420 -0.9026  -0.862
C2 -0.8576 -0.0472 -2.0947  -0.360
C3 -2.1056 -0.8221 1.0373  -1.675
C4 -0.4867 1.0960 1.1631  -1.465
C5 0.3604 -1.2593 0.9290  -1.384
C6 -0.7567 -0.2810 0.5471  2.052
O1 3.7626 1.5127 -1.6922  -0.494
S1 2.3342 0.6495 -1.6055  -0.012
H1 4.4197 0.9969 -2.1753  0.343
H2 1.6809 1.3175 -2.5693  0.104
H3 -0.8895 0.0483 -3.1399  0.479
H4 -2.0787 -0.9592 2.1162  0.405
H5 -2.9089 -0.1298 0.7952  0.387
H6 -2.3239 -1.7818 0.5719  0.381
H7 0.4857 1.4669 0.8465  0.333
H8 -0.4984 1.0287 2.2499  0.374
H9 -1.2487 1.8076 0.8496  0.393
H10 1.3201 -0.9055 0.5581  0.243
H11 0.1691 -2.2429 0.5031  0.379
H12 0.4155 -1.3534 2.0125  0.379

Results
HOMO-LUMO gap   0.35411 Eh
SMILES   C#CC(C)(C)C.OS
HOMO level   -9.191 eV
2S+1   1



Model ii:
DFT (ωB97M-V with the def2-TZVPD basis set) results for a cluster of 2 separate species, C6H12OS in total.

Each line ends with the Mulliken charge.
Positions of all 20 atoms, in Å:
C1 -0.6013 0.3323 -1.0843  -1.094
C2 0.5006 0.2249 -1.7617  1.087
C3 -1.7307 -1.3277 2.6358  -0.296
C4 1.3721 1.3037 -2.1919  -1.213
C5 1.1474 -1.1768 -1.5530  -1.174
C6 -0.8628 1.0699 2.1332  -0.680
O1 -1.9135 -2.4974 2.9532  -0.125
S1 -0.5933 -0.3023 3.3220  -0.074
H1 -1.3476 1.1926 -1.1558  0.260
H2 -0.9317 -0.5349 -0.5582  0.294
H3 2.4751 1.2472 -2.0956  0.327
H4 1.1762 2.3948 -2.0040  0.331
H5 1.3491 1.2969 -3.4003  0.256
H6 1.7822 -1.4985 -2.4502  0.316
H7 0.4346 -2.0355 -1.3854  0.381
H8 1.9050 -0.9674 -0.7046  0.228
H9 -0.9454 2.0178 2.6562  0.409
H10 -1.7525 0.9113 1.5549  0.301
H11 -0.0348 1.1199 1.3861  0.170
H12 -1.4286 -2.7708 3.7036  0.296

Results
HOMO-LUMO gap   0.30497 Eh
HOMO level   -7.843 eV
2S+1   1



On energetic grounds, model i is preferred over the next structure by 48.7 kcal/mol.



Model i:
DFT (ωB97M-V with the def2-TZVPD basis set) results for a cluster of 5 separate species, C2H13O4S in total.

Each line ends with the Mulliken charge.
Positions of all 20 atoms, in Å:
C1 -0.6207 -3.0432 1.2334  -0.949
C2 -1.3300 -1.8151 0.6152  -0.448
S1 -0.2250 -0.4349 0.2613  -0.701
H1 -1.1865 -3.9494 1.0385  0.342
H2 -0.2701 -2.8897 2.2628  0.285
H3 0.3354 -3.1389 0.6898  0.188
H4 -2.1402 -1.5477 1.3054  0.263
H5 -1.7788 -2.2168 -0.3002  0.242
H6 1.4560 -2.4364 -1.3136  0.296
H7 1.9700 -1.2836 -0.6202  0.310
O1 2.3212 -2.0788 -1.0729  -0.685
H8 0.5994 5.3949 -4.1952  0.322
H9 0.4504 5.6331 -2.7173  0.337
O2 0.7518 6.0770 -3.5310  -0.659
H10 0.1543 0.4828 3.5527  0.317
H11 0.9031 -0.0392 2.4003  0.282
O3 1.0631 0.2581 3.3194  -0.683
H12 -0.5271 1.6232 -1.0633  0.271
H13 -0.9084 2.9766 -0.5401  0.300
O4 -1.0180 2.4281 -1.3252  -0.630

Results
HOMO-LUMO gap   0.25028 Eh
HOMO level   -3.707 eV
Charge   -1
2S+1   1



Model ii:
DFT (ωB97M-V with the def2-TZVPD basis set) results for a cluster of 5 separate species, C2H13O4S in total.

Each line ends with the Mulliken charge.
Positions of all 20 atoms, in Å:
C1 -2.7915 -0.4080 1.0059  -0.923
C2 -2.6428 -0.8823 -0.5143  -0.578
S1 -2.0306 0.5579 -1.7667  -0.650
H1 -1.8639 -0.2541 1.5040  0.284
H2 -3.5035 0.4609 1.1212  0.220
H3 -3.3181 -1.2966 1.4120  0.334
H4 -1.8677 -1.7943 -0.3564  0.144
H5 -3.6076 -1.4029 -0.7628  0.355
H6 -0.7364 -1.6849 -2.7185  0.326
H7 0.3153 -0.8618 -2.2503  0.330
O1 0.1779 -1.6804 -2.8173  -0.680
H8 4.3173 3.1950 1.5785  0.303
H9 4.5371 1.7354 0.8710  0.379
O2 4.9492 2.5594 1.0668  -0.656
H10 0.2879 -0.5580 -0.1264  0.268
H11 -0.2830 0.8944 -0.1697  0.197
O3 0.4355 0.3335 0.1284  -0.710
H12 1.9827 0.8341 0.7911  0.462
H13 2.7901 -0.3404 0.8741  0.256
O4 2.8519 0.5931 1.1295  -0.660

Results
HOMO-LUMO gap   0.25662 Eh
HOMO level   -3.627 eV
Charge   -1
2S+1   1



On energetic grounds, model i is preferred over the next structure by 22.5 kcal/mol.